Below is C38H34ClFeN7O2 as an isolated structure, with properties calculated with the ωB97M-V functional and the def2-TZVPD basis.

Structure (ORCA input):
```
! wB97M-V def2-TZVPD RIJCOSX def2/J DEFGRID3
* xyz 1 6
Fe -1.32 -0.51 -0.51
Cl -1.17 4.33 -4.74
C -1.80 3.26 -3.53
C -2.79 2.34 -3.87
C -3.27 1.44 -2.93
C -2.75 1.42 -1.63
O -3.08 0.47 -0.75
C -1.87 2.47 -1.26
C -1.67 2.82 0.13
N 0.64 1.52 0.57
C 0.62 1.24 1.98
C 1.57 1.77 2.81
C 1.55 1.52 4.20
C 0.56 0.76 4.75
C -0.46 0.22 3.92
C -1.54 -0.50 4.47
C -2.55 -0.91 3.65
C -2.45 -0.64 2.28
N -1.43 -0.02 1.72
C -0.43 0.44 2.53
C -1.35 3.34 -2.24
H -3.19 2.34 -4.88
H -4.02 0.71 -3.19
H -3.32 1.90 0.69
H 2.35 2.38 2.38
H 2.32 1.95 4.83
H 0.53 0.57 5.81
H -1.57 -0.69 5.53
H -3.42 -1.44 4.03
H -3.25 -0.94 1.61
H -0.65 4.12 -1.95
C 3.02 -5.81 -0.79
C 2.46 -4.42 -0.71
C 2.73 -3.59 0.38
C 2.17 -2.33 0.47
C 1.33 -1.82 -0.52
N 0.67 -0.59 -0.36
C 1.42 0.53 -0.16
C 2.72 0.72 -0.50
C 3.53 1.91 -0.35
C 3.17 3.19 -0.18
C 4.19 4.30 -0.15
C 1.78 3.62 -0.10
C 0.72 2.89 0.24
N -0.56 3.53 0.52
C -0.67 4.30 1.70
C -1.66 4.03 2.61
C -2.60 3.05 2.31
N -2.59 2.54 1.02
C 1.09 -2.64 -1.62
C 1.62 -3.93 -1.70
N 0.29 -2.19 -2.71
C 0.45 -2.52 -4.01
C -0.55 -1.91 -4.72
C -1.28 -1.20 -3.76
N -0.77 -1.36 -2.55
H 3.81 -5.96 -0.05
H 2.25 -6.56 -0.61
H 3.45 -6.00 -1.78
H 3.37 -3.94 1.18
H 2.38 -1.70 1.33
H 3.21 -0.12 -0.98
H 4.59 1.73 -0.48
H 5.20 3.90 -0.17
H 4.07 4.97 -1.01
H 4.09 4.91 0.75
H 1.58 4.67 -0.32
H 0.08 5.06 1.85
H -1.72 4.57 3.54
H -3.38 2.70 2.97
H 1.37 -4.56 -2.54
H 1.27 -3.14 -4.32
H -0.72 -1.95 -5.79
H -2.14 -0.57 -3.90
C -1.65 -4.81 -0.43
C -1.62 -3.61 0.50
O -2.19 -2.45 -0.15
H -1.15 -5.65 0.04
H -1.13 -4.58 -1.36
H -2.67 -5.10 -0.66
H -0.61 -3.32 0.76
H -2.18 -3.81 1.42
H -3.04 -2.67 -0.55
*
```

E, eV: -101387.604
Expectation value of S²: 8.79
Gap between HOMO and LUMO (alpha / beta), Ha: 0.21831 / 0.20645
Maximum force, eV Å⁻¹: 0.610

Below is C38H34LuOP2Si as an isolated structure in a non-equilibrium geometry, with properties calculated with the ωB97M-V functional and the def2-TZVPD basis.

Structure (ORCA input):
```
! wB97M-V def2-TZVPD RIJCOSX def2/J DEFGRID3
* xyz 1 1
Lu 0.94 0.83 -1.63
C -0.86 -2.64 -1.48
Si -0.71 -1.33 -0.09
C -2.60 -0.85 0.23
C -3.47 -1.38 1.16
C -4.75 -0.83 1.38
C -5.26 0.15 0.51
C -4.44 0.58 -0.54
C -3.07 0.18 -0.58
P -1.91 1.01 -1.62
C -2.84 1.95 -2.89
C -3.15 1.45 -4.19
C -3.71 2.26 -5.15
C -3.98 3.57 -4.90
C -3.61 4.09 -3.69
C -3.08 3.33 -2.68
C -1.05 2.17 -0.50
C -0.66 1.72 0.77
C 0.45 2.25 1.45
C 1.40 3.03 0.75
C 1.06 3.53 -0.54
C -0.23 3.18 -1.04
C -0.13 -2.45 1.44
C -1.15 -3.32 1.86
C -1.28 -3.80 3.14
C -0.15 -3.78 3.93
C 1.06 -3.30 3.44
C 1.10 -2.65 2.20
P 2.81 -2.57 1.55
C 3.60 -1.91 3.00
C 3.04 -0.87 3.72
C 3.59 -0.59 5.01
C 4.70 -1.27 5.47
C 5.25 -2.32 4.69
C 4.68 -2.68 3.47
C 2.89 -1.12 0.40
C 2.70 -1.49 -0.97
C 2.94 -0.67 -2.08
C 3.26 0.69 -1.72
C 3.49 1.05 -0.38
C 3.19 0.19 0.70
H -1.64 -3.33 -1.13
H 0.04 -3.28 -1.77
H -1.22 -2.13 -2.43
H -3.18 -2.26 1.76
H -5.35 -1.27 2.18
H -6.27 0.50 0.55
H -4.82 1.27 -1.28
H -3.04 0.36 -4.35
H -3.94 1.76 -6.08
H -4.55 4.19 -5.57
H -3.76 5.13 -3.49
H -3.05 3.76 -1.69
H -1.22 0.96 1.34
H 0.71 1.93 2.48
H 2.35 3.25 1.25
H 1.59 4.22 -1.22
H -0.50 3.75 -1.94
H -1.91 -3.52 1.05
H -2.23 -4.21 3.51
H -0.20 -4.19 4.91
H 1.95 -3.49 4.04
H 2.12 -0.39 3.33
H 3.07 0.19 5.55
H 5.30 -0.90 6.33
H 6.10 -2.92 5.01
H 5.09 -3.46 2.82
H 2.29 -2.46 -1.12
H 2.85 -1.11 -3.06
H 3.49 1.38 -2.53
H 3.94 2.04 -0.16
H 3.20 0.61 1.72
C 0.52 1.65 -4.79
O 0.85 1.72 -3.38
H 1.07 0.76 -5.28
H 0.82 2.59 -5.23
H -0.51 1.50 -4.96
*
```

E, eV: -102073.278
Gap between HOMO and LUMO, Ha: 0.22488
Maximum force, eV Å⁻¹: 3.386

Below is C38H34N11OSbSr as an isolated structure in a non-equilibrium geometry, with properties calculated with the ωB97M-V functional and the def2-TZVPD basis.

Structure (ORCA input):
```
! wB97M-V def2-TZVPD RIJCOSX def2/J DEFGRID3
* xyz 2 1
Sr 0.23 0.06 0.71
C -1.48 2.19 -2.20
C -0.75 2.89 -1.10
C -0.74 4.28 -1.03
C -0.09 4.91 0.01
C 0.57 4.14 0.97
C 0.55 2.77 0.84
N -0.10 2.15 -0.19
Sb 1.88 1.81 2.34
C 2.91 0.46 0.91
C 4.28 0.52 1.09
C 5.10 -0.12 0.16
C 4.54 -0.77 -0.91
C 3.15 -0.80 -1.04
C 2.51 -1.51 -2.20
N 2.36 -0.20 -0.14
C 0.47 0.44 3.39
C 0.52 0.70 4.75
C -0.28 -0.07 5.60
C -1.08 -1.05 5.07
C -1.09 -1.27 3.69
C -1.97 -2.33 3.09
N -0.32 -0.54 2.87
H -1.20 2.60 -3.17
H -1.29 1.12 -2.21
H -2.56 2.33 -2.09
H -1.25 4.86 -1.79
H -0.09 5.99 0.08
H 1.09 4.64 1.78
H 4.72 1.04 1.93
H 6.18 -0.10 0.28
H 5.16 -1.25 -1.66
H 2.99 -1.22 -3.13
H 2.62 -2.59 -2.10
H 1.45 -1.29 -2.27
H 1.15 1.48 5.16
H -0.27 0.11 6.67
H -1.71 -1.66 5.71
H -2.96 -2.29 3.53
H -2.06 -2.22 2.01
H -1.57 -3.32 3.30
C -6.04 0.26 -0.70
N -4.66 0.21 -0.19
C -3.59 -0.42 -0.68
N -2.53 -0.17 0.08
C -3.05 0.64 1.05
N -4.32 0.90 0.93
C -6.64 -1.08 -1.04
C -7.73 -1.11 -1.90
C -8.40 -2.30 -2.16
C -7.98 -3.47 -1.56
C -6.87 -3.46 -0.71
C -6.21 -2.26 -0.45
C -6.43 -4.72 -0.10
N -7.11 -5.76 0.18
N -6.18 -6.69 0.74
C -5.05 -6.08 0.74
O -5.11 -4.82 0.23
C -3.73 -6.59 1.13
C -3.61 -7.57 2.10
C -2.35 -8.03 2.45
C -1.21 -7.51 1.84
C -1.34 -6.54 0.85
C -0.10 -6.04 0.15
N -0.21 -4.63 -0.25
C 0.16 -3.55 0.43
N -0.22 -2.45 -0.21
C -0.83 -2.95 -1.31
N -0.86 -4.26 -1.39
C -2.60 -6.08 0.50
H -6.08 0.94 -1.55
H -6.60 0.73 0.11
H -3.63 -1.03 -1.56
H -2.47 1.04 1.87
H -8.07 -0.19 -2.37
H -9.25 -2.30 -2.82
H -8.49 -4.41 -1.75
H -5.37 -2.27 0.24
H -4.50 -7.97 2.58
H -2.25 -8.79 3.22
H -0.23 -7.88 2.12
H 0.13 -6.59 -0.76
H 0.76 -6.12 0.81
H 0.69 -3.61 1.37
H -1.27 -2.33 -2.08
H -2.72 -5.35 -0.28
*
```

E, eV: -65758.176
Gap between HOMO and LUMO, Ha: 0.26333
Maximum force, eV Å⁻¹: 4.708

Below is C38H35ClN2RhSi2 as an isolated structure in a non-equilibrium geometry, with properties calculated with the ωB97M-V functional and the def2-TZVPD basis.

Structure (ORCA input):
```
! wB97M-V def2-TZVPD RIJCOSX def2/J DEFGRID3
* xyz 1 5
C -1.78 -1.09 4.59
C -2.42 -0.37 3.52
C -2.30 -1.17 2.33
H -2.91 0.59 3.60
C -1.58 -2.35 2.66
C -1.26 -2.31 4.05
H -0.75 -3.08 4.62
H -1.71 -0.76 5.63
H -2.71 -0.92 1.36
H -1.32 -3.15 1.96
Rh -0.51 -0.72 3.09
Si -0.51 -0.08 -3.35
C 0.00 1.43 -4.34
C 1.31 1.63 -4.79
H 2.10 0.91 -4.53
C 1.63 2.75 -5.57
H 2.65 2.90 -5.92
C 0.64 3.68 -5.90
H 0.88 4.55 -6.52
C -0.67 3.50 -5.43
H -1.44 4.23 -5.67
C -0.99 2.39 -4.65
H -2.00 2.25 -4.26
C 0.21 -1.52 -4.30
C -0.24 -1.69 -5.62
H -0.99 -1.00 -6.02
C 0.26 -2.72 -6.41
H -0.09 -2.83 -7.44
C 1.21 -3.60 -5.89
H 1.60 -4.41 -6.52
C 1.66 -3.45 -4.58
H 2.40 -4.14 -4.17
C 1.17 -2.41 -3.79
H 1.55 -2.28 -2.77
H -1.97 -0.16 -3.46
Si 0.51 0.31 -1.11
C -0.45 -1.33 -0.81
C -1.84 -1.48 -1.05
H -2.47 -0.60 -1.22
C -2.41 -2.75 -1.15
H -3.47 -2.85 -1.40
C -1.63 -3.89 -0.97
H -2.05 -4.89 -1.13
C -0.29 -3.75 -0.57
H 0.32 -4.64 -0.39
C 0.27 -2.48 -0.43
H 1.29 -2.38 -0.07
C -0.63 1.78 -0.79
C -1.82 1.67 -0.05
H -2.05 0.77 0.51
C -2.74 2.73 -0.05
H -3.70 2.61 0.45
C -2.42 3.93 -0.69
H -3.13 4.76 -0.69
C -1.18 4.08 -1.32
H -0.91 5.03 -1.80
C -0.28 3.02 -1.35
H 0.69 3.13 -1.84
H 1.95 0.52 -1.30
Cl 1.23 0.29 1.12
N 1.66 -1.45 3.66
C 2.19 -0.73 4.79
C 3.16 -1.24 5.62
C 3.61 -0.46 6.71
C 3.09 0.81 6.94
C 2.08 1.36 6.10
C 1.48 2.64 6.25
C 0.47 3.02 5.39
C -0.01 2.13 4.42
N 0.52 0.91 4.29
C 1.60 0.53 5.04
H 2.14 -1.24 2.78
H 1.70 -2.47 3.77
H 3.57 -2.23 5.42
H 4.37 -0.86 7.37
H 3.44 1.42 7.77
H 1.84 3.29 7.04
H 0.00 4.00 5.46
H -0.83 2.38 3.75
*
```

E, eV: -74229.869
Expectation value of S²: 6.04
Gap between HOMO and LUMO (alpha / beta), Ha: 0.22104 / 0.19322
Maximum force, eV Å⁻¹: 8.914

So what do the calculations give for energy relative to the best compared isomer or geometry (same formula, charge and spin)? Going down the list: 142.9, 0.0, 183.4, 0.0 kJ/mol.